1.
Below is the molecule C28H34N4O6, with properties calculated with ωB97M-V/def2-TZVPD.

The relative energy (zero: lowest compared OMol25 entry of this formula, charge and spin) is 140.4 kcal per mole. For the HOMO energy, the calculation gives -8.2 eV. For the LUMO energy, the calculation gives -0.01506 Eh. The gap between HOMO and LUMO comes out at 7.83 eV. For the largest force on an atom, the calculation gives 0.028 Eh/bohr. The total energy comes out at -47831.31809 eV.

Geometry (Å):
C (2.9706, -2.6410, 0.8519)
C (2.3126, -2.0570, -0.3960)
O (1.1419, -2.7300, -0.7984)
C (1.3475, -4.0024, -1.3801)
C (0.0350, -4.4718, -2.0031)
H (-0.7192, -4.4981, -1.2193)
H (0.1690, -5.4890, -2.3736)
C (-0.4102, -3.5281, -3.1454)
N (-1.8248, -3.2497, -3.2700)
C (-2.6476, -4.4345, -3.3433)
H (-2.7563, -4.9711, -2.3899)
H (-2.2058, -5.1168, -4.0684)
H (-3.6418, -4.1578, -3.6951)
C (-2.3763, -2.1731, -2.4621)
C (-1.8546, -0.8158, -2.9601)
H (-2.1075, -0.6966, -4.0135)
H (-0.7696, -0.7729, -2.8626)
C (-2.4397, 0.3350, -2.1394)
N (-2.1091, 0.1216, -0.7430)
C (-1.0006, 0.7157, -0.2601)
O (-0.4904, 1.6739, -0.8658)
C (-0.3662, 0.2747, 0.9816)
C (0.7639, 0.8554, 1.5394)
N (1.3373, 1.9800, 0.9860)
C (2.3173, 2.7982, 1.4372)
O (2.9492, 2.6662, 2.4585)
C (2.5311, 3.9794, 0.4796)
C (1.3651, 4.9105, 0.6146)
C (0.2705, 4.8166, -0.2436)
C (-0.8177, 5.6496, -0.0829)
C (-0.8151, 6.5863, 0.9443)
C (0.2666, 6.6897, 1.8128)
C (1.3478, 5.8507, 1.6438)
H (2.1894, 5.9152, 2.3165)
H (0.2400, 7.4236, 2.6035)
N (-1.9448, 7.4581, 1.1117)
O (-1.9000, 8.2779, 2.0061)
O (-2.8802, 7.3254, 0.3490)
H (-1.6712, 5.5886, -0.7402)
H (0.2618, 4.0881, -1.0399)
H (2.6151, 3.6059, -0.5408)
H (3.4569, 4.4761, 0.7694)
H (0.8327, 2.2232, 0.1207)
C (1.1288, 0.0441, 2.6621)
C (2.1479, 0.0492, 3.6162)
C (2.1682, -0.9611, 4.5509)
C (1.2026, -1.9709, 4.5615)
C (0.1839, -1.9985, 3.6321)
C (0.1636, -0.9839, 2.6862)
O (-0.7298, -0.8410, 1.6873)
H (-0.5673, -2.7720, 3.6265)
H (1.2557, -2.7452, 5.3120)
H (2.9481, -0.9773, 5.2969)
H (2.8867, 0.8330, 3.6144)
C (-2.7378, -1.0736, -0.2328)
H (-2.6086, -1.1477, 0.8436)
C (-2.1497, -2.2919, -0.9430)
H (-2.6260, -3.1972, -0.5624)
H (-1.0815, -2.3325, -0.7303)
H (-3.8097, -0.9931, -0.4462)
H (-2.0126, 1.2875, -2.4546)
H (-3.5274, 0.3761, -2.2394)
H (-3.4595, -2.1909, -2.6438)
H (0.1038, -2.5773, -3.0166)
H (-0.0836, -3.9528, -4.1016)
H (2.1307, -3.9344, -2.1515)
H (1.6768, -4.7248, -0.6196)
H (1.9889, -1.0316, -0.1953)
H (3.0358, -2.0391, -1.2262)
H (3.4072, -3.6150, 0.6451)
H (3.7567, -1.9727, 1.1916)
H (2.2356, -2.7453, 1.6465)

Atoms 1-6, force components in eV/Å:
-0.3 0.0 -0.4
0.3 0.2 0.2
-0.2 -0.2 -0.1
-0.1 -0.3 0.0
0.2 0.4 0.0
-0.1 -0.1 0.1

***

2.
Below is a structure of composition C28H35As3Cl3F5N3O5S2Zr, with properties calculated with ωB97M-V/def2-TZVPD.

The net charge is +1. The relative energy (zero: lowest compared OMol25 entry of this formula, charge and spin) is 0.0 kcal per mole. For the HOMO energy, the calculation gives -10.8 eV. For the LUMO energy, the calculation gives -0.10372 Eh. The gap between HOMO and LUMO comes out at 7.94 eV. For the largest force on an atom, the calculation gives 0.013 Eh/bohr. The total energy comes out at -300930.96644 eV.

Geometry (Å):
Zr (0.1268, -0.9593, -0.7474)
C (3.9208, -1.3469, -2.4548)
As (3.0508, -0.8558, -0.7897)
C (3.6388, -2.2300, 0.4434)
C (4.1333, 0.6944, -0.2342)
C (3.4440, 2.0056, 0.1885)
C (2.6404, 1.7792, 1.4671)
C (2.5667, 2.5394, -0.9553)
As (0.7760, 1.7802, -1.2055)
C (0.5029, 2.0798, -3.1030)
C (-0.4201, 3.0687, -0.3831)
C (4.5907, 3.0138, 0.4160)
As (4.4378, 4.8133, 1.2684)
C (2.5788, 5.3989, 0.9842)
C (4.2439, 4.3070, 3.1560)
H (5.0000, -1.3946, -2.3139)
H (3.6872, -0.6112, -3.2228)
H (3.5618, -2.3212, -2.7820)
H (4.7199, -2.3508, 0.3870)
H (3.1447, -3.1684, 0.1981)
H (3.3477, -1.9324, 1.4493)
H (4.8086, 0.8977, -1.0694)
H (4.7550, 0.3371, 0.5903)
H (1.9421, 0.9465, 1.3587)
H (2.0729, 2.6679, 1.7425)
H (3.3063, 1.5434, 2.2991)
H (3.0825, 2.4150, -1.9121)
H (2.4003, 3.6080, -0.8293)
H (0.7909, 3.0971, -3.3657)
H (-0.5460, 1.9163, -3.3402)
H (1.1058, 1.3710, -3.6691)
H (-0.2086, 4.0650, -0.7697)
H (-0.2958, 3.0617, 0.6977)
H (-1.4444, 2.7914, -0.6274)
H (5.0765, 3.2035, -0.5457)
H (5.3553, 2.5359, 1.0381)
H (2.4236, 5.7031, -0.0508)
H (2.4487, 6.2845, 1.6068)
H (1.8262, 4.6667, 1.2748)
H (5.0781, 3.6676, 3.4444)
H (3.3073, 3.8031, 3.3825)
H (4.3041, 5.2196, 3.7480)
F (-3.1839, -1.4297, 5.0341)
C (-2.2290, -1.3020, 4.1197)
C (-2.3686, -0.3834, 3.0927)
F (-3.4599, 0.3774, 2.9985)
C (-1.3534, -0.2663, 2.1687)
F (-1.4766, 0.5981, 1.1250)
C (-0.2082, -1.0433, 2.2041)
O (0.6860, -0.9572, 1.2029)
C (-0.0849, -1.9568, 3.2420)
F (0.9813, -2.7486, 3.2932)
C (-1.0856, -2.0844, 4.1892)
F (-0.9631, -2.9799, 5.1626)
N (-7.9926, 0.5580, -0.5265)
C (-6.7342, 0.1568, -0.8280)
C (-6.4935, -0.6764, -1.9345)
C (-5.2192, -1.0998, -2.2268)
C (-4.1551, -0.6937, -1.4227)
C (-4.3753, 0.1318, -0.3188)
C (-5.6469, 0.5541, -0.0248)
S (-2.5680, -1.2813, -1.7610)
O (-2.6049, -2.1403, -2.9020)
O (-1.6007, -0.1218, -1.8556)
N (-1.8947, -1.9112, -0.4466)
C (-2.2033, -3.1626, 0.0782)
S (-3.6030, -4.0910, -0.3305)
C (-3.0895, -5.2921, 0.7898)
C (-1.9402, -4.8983, 1.3856)
N (-1.4373, -3.6871, 0.9819)
H (-8.7632, 0.3312, -1.1274)
H (-8.1621, 1.1992, 0.2259)
H (-7.3211, -0.9918, -2.5567)
H (-5.0351, -1.7478, -3.0732)
H (-3.5501, 0.4361, 0.3091)
H (-5.8208, 1.1882, 0.8352)
H (-3.6508, -6.1980, 0.9430)
H (-1.4050, -5.4675, 2.1310)
Cl (0.3839, -3.5430, -5.0340)
C (0.6588, -4.0394, -3.3773)
Cl (2.2578, -4.7999, -3.2175)
Cl (-0.6020, -5.1437, -2.8357)
C (0.6770, -2.8296, -2.4346)
O (0.7011, -3.0277, -1.1857)
O (0.6535, -1.6473, -2.8624)

Atoms 1-6, force components in eV/Å:
0.0 -0.2 0.4
0.0 0.0 0.0
-0.2 0.0 0.0
0.1 0.0 0.0
0.0 0.0 0.0
0.0 0.0 0.0

***

3.
Below is a cluster of 2 separate species, C28H35BF6INO10 in total, with properties calculated with ωB97M-V/def2-TZVPD.

For the HOMO energy, the calculation gives -9.5 eV. For the LUMO energy, the calculation gives -0.03084 Eh. The gap between HOMO and LUMO comes out at 8.70 eV. For the largest force on an atom, the calculation gives 0.014 Eh/bohr. The total energy comes out at -76653.54155 eV.

Geometry (Å):
C (-6.3051, -5.7996, -0.6702)
C (-5.9833, -6.1970, 0.7799)
C (-4.6588, -6.9604, 0.9515)
C (-3.5120, -6.1202, 1.5331)
C (-2.6521, -5.4215, 0.4620)
C (-2.4720, -3.9254, 0.7070)
C (-1.8133, -3.2131, -0.4731)
C (-0.3025, -3.4440, -0.5661)
C (0.3801, -2.4707, -1.5436)
C (1.2800, -1.4407, -0.8577)
C (2.3669, -0.8371, -1.7616)
C (2.0921, 0.6115, -2.2013)
C (0.6414, 0.8994, -2.4766)
C (-0.0169, 0.3405, -3.5765)
I (1.0779, -0.8270, -4.9468)
C (-1.3739, 0.5134, -3.8527)
B (-2.1229, -0.1263, -5.1080)
O (-3.0427, -1.1193, -4.9666)
O (-1.8443, 0.3754, -6.3388)
C (-2.0629, 1.3158, -2.9563)
C (-1.4349, 1.9349, -1.8981)
C (-0.0969, 1.7446, -1.6331)
C (0.5395, 2.4136, -0.4475)
O (1.0407, 1.8169, 0.4598)
C (0.6006, 3.9725, -0.4531)
F (0.2031, 4.4164, -1.6733)
F (-0.2068, 4.5165, 0.4690)
C (2.0494, 4.4985, -0.2311)
F (2.9025, 3.6744, -0.8670)
F (2.1387, 5.7150, -0.8189)
C (2.4902, 4.6882, 1.2645)
F (3.7994, 4.3559, 1.3389)
F (1.8083, 3.8923, 2.0935)
C (2.3203, 6.1488, 1.7329)
O (1.3551, 6.5121, 2.3274)
O (3.3582, 6.9226, 1.3822)
C (-2.4608, 2.7426, -1.1705)
O (-2.4435, 3.0974, -0.0339)
N (-3.6051, 2.8906, -2.0575)
C (-3.5019, 1.7249, -2.9196)
O (-4.4327, 1.1437, -3.3847)
H (-7.3748, -5.8352, -0.8611)
H (-5.8023, -6.4488, -1.3834)
H (-5.9790, -4.7801, -0.8707)
H (-5.9592, -5.2899, 1.3808)
H (-6.7948, -6.8078, 1.1704)
H (-4.8193, -7.8277, 1.5897)
H (-4.3400, -7.3480, -0.0160)
H (-3.9301, -5.3495, 2.1816)
H (-2.8926, -6.7526, 2.1661)
H (-1.6672, -5.8888, 0.4323)
H (-3.0935, -5.5820, -0.5231)
H (-1.8371, -3.8050, 1.5875)
H (-3.4431, -3.4797, 0.9220)
H (-2.0150, -2.1399, -0.4451)
H (-2.2728, -3.5897, -1.3903)
H (0.1347, -3.3642, 0.4283)
H (-0.1501, -4.4545, -0.9410)
H (0.9622, -3.0274, -2.2785)
H (-0.3964, -1.9528, -2.1131)
H (1.7632, -1.9287, -0.0116)
H (0.6606, -0.6557, -0.4238)
H (3.3065, -0.8411, -1.2131)
H (2.5197, -1.4910, -2.6164)
H (2.4440, 1.2450, -1.3993)
H (2.6857, 0.8621, -3.0805)
H (-3.1454, -1.3747, -4.0442)
H (-2.2016, -0.1893, -7.0348)
H (3.4937, 7.5820, 2.0777)
H (-3.4803, 3.7309, -2.6187)
C (8.2902, 3.2666, 6.2762)
O (7.4861, 4.4442, 6.1543)
C (6.4626, 4.3215, 5.3116)
O (6.1826, 3.3394, 4.6768)
O (5.7992, 5.4790, 5.2902)
C (4.6671, 5.4846, 4.4189)
H (9.0722, 3.5162, 6.9864)
H (7.6967, 2.4352, 6.6508)
H (8.7280, 3.0011, 5.3162)
H (3.9353, 4.7406, 4.7288)
H (4.9699, 5.3007, 3.3900)
H (4.2351, 6.4789, 4.5104)

Atoms 1-6, force components in eV/Å:
0.1 0.2 0.2
0.0 -0.1 -0.4
0.1 0.2 0.2
0.0 0.0 -0.3
0.0 0.0 0.2
0.2 -0.1 -0.3